No. 1
C35H43BeN5O2S as an isolated structure. Source: OMol25; level of theory: the ωB97M-V functional and the def2-TZVPD basis.

## Properties
Total energy, a.u.: -2196.9186
Relative energy (zero: lowest compared OMol25 entry of this formula, charge and spin), kcal per mole: 5.45
LUMO, Ha: -0.009
Kohn-Sham gap, Eh: 0.2896
2S+1: 1

```
87
C35H43BeN5O2S, DFT the ωB97M-V functional and the def2-TZVPD basis
Be -0.0897 0.2538 0.4904
C -3.5423 3.0076 -0.6623
C -3.8854 1.6420 -0.0540
C -5.3384 1.6041 0.4250
C -3.5814 0.5460 -1.0559
C -4.3773 0.4198 -2.1888
C -4.1055 -0.5345 -3.1535
C -3.0102 -1.3672 -3.0027
C -2.1871 -1.2758 -1.8850
C -1.0033 -2.2225 -1.7573
C -0.1615 -2.2665 -3.0372
C -1.4872 -3.6215 -1.3595
C -2.4955 -0.3250 -0.8959
N -1.6798 -0.2661 0.2805
C -2.2577 -0.6534 1.4547
O -3.4186 -0.9547 1.6870
C -1.1957 -0.6932 2.5545
C -1.1974 -1.2195 3.8343
C 0.0312 -1.2828 4.4963
C 1.2270 -0.8852 3.8860
C 1.1339 -0.3805 2.6039
N -0.0579 -0.2616 2.0599
C 2.1773 -0.0631 1.5315
O 3.3545 0.1242 1.8150
N 1.5763 -0.0895 0.3031
C 2.4163 -0.3320 -0.8359
C 2.3872 0.5142 -1.9525
C 3.1632 0.1995 -3.0653
C 3.9632 -0.9261 -3.0838
C 3.9716 -1.7679 -1.9834
C 3.2020 -1.5025 -0.8577
C 3.1999 -2.5377 0.2603
C 2.4239 -3.7872 -0.1712
C 4.6171 -2.8979 0.7137
C 1.5231 1.7559 -1.9996
C 0.4115 1.6261 -3.0485
C 2.3563 3.0199 -2.2294
H -3.7200 3.8113 0.0578
H -4.1553 3.1948 -1.5484
H -2.4933 3.0493 -0.9644
H -3.2480 1.4955 0.8150
H -6.0288 1.9057 -0.3678
H -5.4777 2.2924 1.2630
H -5.6061 0.5984 0.7550
H -5.2279 1.0808 -2.3196
H -4.7432 -0.6275 -4.0248
H -2.7975 -2.1101 -3.7638
H -0.3605 -1.8572 -0.9579
H -0.7323 -2.6690 -3.8777
H 0.7139 -2.9044 -2.8963
H 0.1905 -1.2677 -3.3090
H -2.1239 -4.0395 -2.1442
H -2.0738 -3.5811 -0.4383
H -0.6423 -4.2993 -1.2077
H -2.1105 -1.5948 4.2776
H 0.0670 -1.7019 5.4950
H 2.1863 -1.0037 4.3708
H 3.1443 0.8570 -3.9284
H 4.5708 -1.1547 -3.9515
H 4.5809 -2.6644 -2.0121
H 2.6874 -2.1372 1.1278
H 2.8464 -4.2063 -1.0880
H 1.3764 -3.5449 -0.3587
H 2.4656 -4.5534 0.6083
H 5.1404 -3.4844 -0.0450
H 4.5785 -3.4984 1.6257
H 5.1970 -1.9958 0.9169
H 1.0459 1.8697 -1.0367
H 0.8277 1.5334 -4.0553
H -0.2361 2.5081 -3.0292
H -0.2103 0.7453 -2.8573
H 2.7294 3.0657 -3.2561
H 3.2185 3.0466 -1.5585
H 1.7494 3.9118 -2.0512
C -1.4537 3.0125 3.9003
N -0.0257 2.9253 3.6345
C 0.9914 2.9851 4.5781
C 2.1542 2.8327 3.9182
N 1.8289 2.7036 2.5813
C 0.4931 2.7483 2.4001
S -0.3854 2.6143 0.9578
H -1.5999 3.1080 4.9719
H -1.9592 2.1193 3.5405
H -1.8783 3.8740 3.3899
H 0.7911 3.1243 5.6270
H 3.1699 2.8051 4.2718
H 2.4815 2.4777 1.8467
```

These are the Löwdin partial charges, in e, on atoms 1 to 4: number 1, Be, carries 0.11; number 2, C, carries -0.07; number 3, C, carries -0.38; number 4, C, carries -0.06


No. 2
C35H43ClEuN2Si2 as an isolated structure at a distorted geometry. Source: OMol25; level of theory: the ωB97M-V functional and the def2-TZVPD basis.

## Properties
Total energy, a.u.: -3218.3197
Total charge: +1
Expectation value of S²: 12.057
Relative energy (zero: lowest compared OMol25 entry of this formula, charge and spin), kcal per mole: 0.00
LUMO (alpha / beta), Ha: -0.204 / -0.107
Kohn-Sham gap (alpha / beta), Eh: 0.1585 / 0.2556
2S+1: 7

```
84
C35H43ClEuN2Si2, DFT the ωB97M-V functional and the def2-TZVPD basis
C -0.9915 0.3515 1.7792
C 0.1642 1.1844 1.8867
C -0.0325 2.3175 1.0408
H 1.0266 1.0141 2.5367
C -1.2997 2.1763 0.4035
C -1.8943 0.9717 0.8638
H -2.8971 0.6165 0.6097
H -1.1814 -0.5619 2.3497
H 0.6409 3.1706 0.9373
H -1.7441 2.8933 -0.2922
Eu 0.3133 0.2067 -0.6455
Si 4.3537 4.5044 -3.5377
C 6.0567 4.0160 -4.1399
C 6.3135 3.5826 -5.4533
H 5.4918 3.4824 -6.1676
C 7.6201 3.2699 -5.8478
H 7.8143 2.9190 -6.8654
C 8.6830 3.4079 -4.9468
H 9.7038 3.1793 -5.2581
C 8.4279 3.8416 -3.6392
H 9.2512 3.9543 -2.9313
C 7.1215 4.1287 -3.2346
H 6.9194 4.4473 -2.2082
C 3.6323 5.6722 -4.8119
C 4.3689 6.8241 -5.1438
H 5.3340 7.0071 -4.6643
C 3.8777 7.7402 -6.0793
H 4.4541 8.6332 -6.3212
C 2.6479 7.5128 -6.7089
H 2.2642 8.2245 -7.4455
C 1.9087 6.3670 -6.3855
H 0.9507 6.1865 -6.8719
C 2.3940 5.4568 -5.4431
H 1.8101 4.5629 -5.2024
H 4.5349 5.2692 -2.2852
Si 2.9534 2.5681 -3.3096
C 1.5868 3.5979 -2.4380
C 1.9292 4.5078 -1.4194
H 2.9452 4.5444 -1.0097
C 1.0068 5.4403 -0.9266
H 1.3225 6.1663 -0.1706
C -0.3017 5.4475 -1.4069
H -1.0134 6.1916 -1.0471
C -0.6856 4.4846 -2.3434
H -1.7202 4.4599 -2.6979
C 0.2426 3.5567 -2.8373
H -0.0913 2.8004 -3.5513
C 3.9253 1.8159 -1.8489
C 3.5342 1.9328 -0.5031
H 2.5388 2.3126 -0.2315
C 4.4423 1.6745 0.5342
H 4.1485 1.8659 1.5702
C 5.7252 1.2007 0.2430
H 6.4475 1.0336 1.0441
C 6.0666 0.9343 -1.0846
H 7.0515 0.5211 -1.3225
C 5.1671 1.2170 -2.1173
H 5.4569 1.0297 -3.1544
H 2.7482 1.8710 -4.6013
Cl 1.4221 0.4481 -3.1400
C 3.1904 -1.6789 -0.7849
N 1.8141 -1.8395 -0.2877
C 1.8124 -1.9206 1.1859
C 1.1864 -3.0368 -0.9061
C -0.3171 -3.1206 -0.6335
N -1.0622 -1.9682 -1.2031
C -1.0986 -2.0269 -2.6823
C -2.4418 -1.9642 -0.6839
H 3.6502 -0.7984 -0.3176
H 3.7927 -2.5720 -0.5428
H 3.1724 -1.5254 -1.8693
H 2.3574 -2.8217 1.5263
H 2.3028 -1.0284 1.6046
H 0.7828 -1.9683 1.5758
H 1.3844 -3.0065 -1.9881
H 1.6603 -3.9458 -0.4900
H -0.6960 -4.0559 -1.0882
H -0.5189 -3.1675 0.4476
H -1.5468 -2.9774 -3.0230
H -1.7076 -1.1924 -3.0582
H -0.0856 -1.9260 -3.0978
H -2.4267 -1.9187 0.4114
H -2.9776 -1.0862 -1.0680
H -2.9799 -2.8806 -0.9965
```

These are the Löwdin partial charges, in e, on atoms 1 to 4: number 1, C, carries -0.22; number 2, C, carries -0.22; number 3, C, carries -0.21; number 4, H, carries 0.11


No. 3
C35H43ClI3IrO4PS4 as an isolated structure at a distorted geometry. Source: OMol25; level of theory: the ωB97M-V functional and the def2-TZVPD basis.

## Properties
Total energy, a.u.: -5052.1373
Expectation value of S²: 0.773
Relative energy (zero: lowest compared OMol25 entry of this formula, charge and spin), kcal per mole: 128.50
LUMO (alpha / beta), Ha: -0.099 / -0.102
Kohn-Sham gap (alpha / beta), Eh: 0.1772 / 0.1622
2S+1: 2

```
92
C35H43ClI3IrO4PS4, DFT the ωB97M-V functional and the def2-TZVPD basis
Ir 1.2135 2.3891 0.8133
O -3.0676 6.0346 1.2202
C -2.1545 5.2748 1.1643
S -1.8011 4.0476 2.4558
C -0.4700 3.4176 1.5976
C -0.1379 3.8743 0.4582
S 2.7429 3.7641 1.5736
S -0.9854 5.1876 -0.2241
S -1.3683 1.3648 4.3104
Cl 6.1392 -1.8310 -1.8626
C 4.9380 -0.5977 -1.7007
C 5.3160 0.7335 -1.6992
C 4.3475 1.7108 -1.5255
C 3.0003 1.3807 -1.3755
C 1.9887 2.4359 -1.1899
C 2.6481 0.0273 -1.4117
C 3.6018 -0.9575 -1.5649
H 6.3553 1.0044 -1.8234
H 4.6414 2.7546 -1.5166
H 1.0784 2.2694 -1.7607
H 2.3797 3.4349 -1.3577
H 1.6053 -0.2400 -1.2895
H 3.3303 -2.0050 -1.5673
O -0.1977 0.8738 0.0346
P -1.3605 -0.1033 0.0783
C -1.2037 -1.0721 -1.4752
C -2.3393 -2.0364 -1.8362
C -2.0483 -2.6497 -3.2067
C -2.1122 -1.5849 -4.3233
C -1.9564 -0.1702 -3.7544
C -0.8781 -0.1295 -2.6729
C -2.9049 0.8445 0.2625
C -2.9294 2.0205 -0.7243
C -4.2255 2.8022 -0.5263
C -5.4506 1.9422 -0.9181
C -5.1028 0.4491 -0.9742
C -4.2321 0.0385 0.2129
C -1.1162 -1.0341 1.6357
C -2.2880 -1.7007 2.3583
C -2.6091 -3.0965 1.8316
C -1.3684 -3.9871 1.8877
C -0.2333 -3.3710 1.0676
C 0.1065 -1.9635 1.5643
H -0.3099 -1.6703 -1.2640
H -3.3000 -1.5190 -1.8713
H -2.4181 -2.8278 -1.0923
H -2.7584 -3.4514 -3.4112
H -1.0499 -3.0964 -3.1798
H -3.0616 -1.6527 -4.8577
H -1.3198 -1.7761 -5.0495
H -2.9069 0.1761 -3.3417
H -1.6871 0.5233 -4.5528
H -0.7445 0.8927 -2.3197
H 0.0719 -0.4324 -3.1214
H -2.7812 1.2704 1.2674
H -2.8749 1.6661 -1.7573
H -2.0663 2.6576 -0.5517
H -4.2036 3.7188 -1.1173
H -4.2963 3.0997 0.5236
H -5.8353 2.2523 -1.8910
H -6.2494 2.0958 -0.1897
H -4.5845 0.2239 -1.9102
H -6.0192 -0.1440 -0.9717
H -4.0301 -1.0341 0.1656
H -4.7977 0.2198 1.1295
H -0.8289 -0.1658 2.2431
H -3.1734 -1.0643 2.3304
H -1.9982 -1.7876 3.4097
H -2.9714 -3.0336 0.8014
H -3.4099 -3.5345 2.4309
H -1.6052 -4.9794 1.4974
H -1.0493 -4.1037 2.9277
H -0.5351 -3.3470 0.0157
H 0.6588 -3.9976 1.1366
H 0.8711 -1.5023 0.9289
H 0.5274 -2.0432 2.5711
I 0.9648 1.3749 4.1463
I 3.8473 1.1877 5.3021
I 8.0833 -3.1612 2.5215
C 6.6297 -1.6885 2.2126
C 5.3477 -2.0712 1.8429
C 4.3860 -1.0959 1.6483
C 4.7112 0.2422 1.8284
C 5.9954 0.6156 2.2118
C 6.9631 -0.3537 2.3991
C 3.6896 1.2682 1.5904
O 4.0784 2.5168 1.6074
O 2.4909 0.8786 1.3703
H 5.1016 -3.1155 1.7123
H 3.3775 -1.3626 1.3609
H 6.2141 1.6618 2.3743
H 7.9645 -0.0766 2.6967
```

These are the Löwdin partial charges, in e, on atoms 1 to 4: number 1, Ir, carries 1.06; number 2, O, carries -0.01; number 3, C, carries -0.93; number 4, S, carries 0.93


> Look up the relative energy (zero: lowest compared OMol25 entry of this formula, charge and spin) of the third one.

128.50 kcal per mole